Record 1
ORCA calculation (the ωB97M-V functional and the def2-TZVPD basis) on a structure of composition C4H7Cl9 in a non-equilibrium geometry.

Positions of all 20 atoms, in Å:
H (-0.49128, -0.68499, -2.92530)
H (0.15494, 3.42539, 0.42946)
H (-0.20795, -2.55357, 0.73342)
H (-0.30025, 2.48182, -0.96619)
C (0.15427, -0.73047, -2.04821)
Cl (-0.09880, 1.70903, 1.73665)
Cl (0.18821, 4.74788, -1.55756)
H (-0.15058, -0.34271, 0.51377)
Cl (0.14711, 0.84722, -1.31394)
Cl (-0.87784, -3.22185, 2.87175)
Cl (-2.36801, -1.58819, 0.97286)
C (-1.15751, -2.82286, 1.19592)
C (0.55136, 0.09284, 1.22487)
C (0.36137, 3.28056, -0.63097)
Cl (2.09956, 2.74997, -0.57510)
Cl (2.10124, 0.14026, 0.31354)
H (1.17092, -0.94758, -2.37591)
Cl (0.72586, -0.91255, 2.60211)
H (-1.61477, -3.68599, 0.71216)
Cl (-0.38784, -1.98421, -0.91332)

Properties
Total energy ... -116958.26987 eV
Kohn-Sham gap ... 10.2 eV
ΔE to the lowest compared entry with this formula, charge and spin ... 5.2160 eV
Highest occupied orbital energy ... -9.93 eV

Record 2
ORCA calculation (the ωB97M-V functional and the def2-TZVPD basis) on the molecule C17H20N2O3S2 in a non-equilibrium geometry.

Positions of all 44 atoms, in Å:
O (-1.88982, -0.49503, -1.51585)
C (-0.90117, -1.06931, -2.16222)
C (-0.48903, 3.68855, -3.32754)
C (1.13266, -2.97321, 0.50272)
H (0.85998, -2.38899, 3.76147)
C (1.34234, -2.91392, 1.77036)
C (0.52904, 1.33867, -3.16200)
C (0.82215, -2.15723, 2.78524)
H (-1.53752, -1.65096, 4.37007)
C (0.03081, -1.11113, 2.31703)
H (1.18204, 0.99972, 5.10637)
N (0.24386, -1.40934, -1.37564)
H (0.87134, -2.14003, -1.99396)
H (2.08043, -3.57130, 2.13295)
H (-0.28243, -0.93645, 5.06470)
C (-0.12088, 2.22472, -3.99174)
C (-0.74380, -0.92855, -3.66389)
S (-0.23784, 1.38854, 3.23541)
C (-0.29588, 3.95577, -1.97558)
C (-0.49463, -0.80350, 1.03546)
H (0.30020, 2.83903, -0.04548)
C (0.23562, -1.67176, 0.07533)
O (-1.07753, 2.22659, 3.98237)
H (1.82647, 2.10455, 4.02983)
H (2.15379, 0.48166, 3.61170)
S (0.79824, -0.10190, -3.91148)
H (-0.97603, 0.06579, 0.61131)
C (1.55318, 1.16158, 3.92325)
O (0.10175, 1.91320, 1.78720)
H (1.73555, -3.50710, -0.16557)
N (-0.57479, -0.17000, 3.19765)
C (0.25045, 2.80615, -1.25140)
H (0.96773, 0.96389, -1.25484)
H (-1.83987, 0.12237, 5.00052)
C (-1.17311, -0.75897, 4.49178)
H (-0.06612, 2.25310, -5.02324)
C (0.79932, 1.68477, -1.75965)
C (-0.88552, -2.32807, -4.20131)
H (-1.19208, 4.35612, -3.97701)
H (-1.63883, -0.27906, -3.84587)
H (-1.79114, -2.65847, -3.86794)
H (-0.64508, 4.71054, -1.53987)
H (-0.23278, -3.06006, -3.65079)
H (-0.73107, -2.20099, -5.12987)

Properties
Total energy ... -48735.36835 eV
Kohn-Sham gap ... 8.6 eV
ΔE to the lowest compared entry with this formula, charge and spin ... 12.1185 eV
Highest occupied orbital energy ... -8.30 eV